Molecular formula: C5H10NO2
Method: DFT, ωB97M-V/def2-TZVPD

```
18
Properties=species:S:1:pos:R:3:forces:R:3:mulliken_charge:R:1
C -0.038 1.656 1.470 0.25 -0.33 0.80 -1.43
C 0.259 0.808 0.225 -0.45 -0.40 1.02 0.38
N 1.687 0.611 0.033 -0.05 0.30 -1.07 -0.55
C -0.405 -0.580 0.371 0.15 0.82 -0.50 -0.94
C -0.114 -1.516 -0.815 -0.77 -0.69 1.03 -0.52
C -1.158 -1.371 -1.923 -1.05 0.55 -1.91 0.46
O -1.216 -2.299 -2.775 0.32 0.03 0.75 -0.77
O -1.830 -0.295 -1.993 0.55 -0.55 0.70 -0.72
H 0.731 2.420 1.633 -0.43 0.39 -0.42 0.38
H -1.063 2.031 1.500 0.14 0.32 -0.20 0.35
H 0.060 1.062 2.391 -0.02 -0.30 -0.17 0.28
H -0.233 1.298 -0.613 0.50 -0.10 -0.44 0.32
H 2.213 1.427 -0.249 -0.12 -0.03 0.26 0.21
H 2.143 0.093 0.758 0.07 -0.05 0.38 0.18
H -1.489 -0.463 0.345 -0.06 0.33 0.06 0.37
H -0.197 -0.922 1.397 0.47 -0.51 -0.37 0.56
H -0.188 -2.539 -0.423 0.15 -0.02 -0.36 0.20
H 0.835 -1.419 -1.332 0.34 0.24 0.43 0.25
```
Positions in Å, forces in eV/Å.

## Properties
- Orbital gap: 7.3528 eV
- Energy relative to the best compared isomer or geometry (same formula, charge and spin): 0.691 eV
- SMILES: C[C@@H](N)CCC(=O)[O-]
- Electronic energy: -401.80144 Eh
- Net charge: -1